# C25H56LiN4O9P

A molecular structure, C25H56LiN4O9P in a non-equilibrium geometry (the ωB97M-V functional and the def2-TZVPD basis, OMol25).

Expectation value of S² = 0.76
Energy relative to the best compared isomer or geometry (same formula, charge and spin) = 77.3 kJ/mol
E = -60695.79972 eV
Gap between HOMO and LUMO (spin up / spin down) = 7.54 / 3.48 eV
HOMO energy (spin up / spin down) = -10.06 / -10.01 eV
2S+1 = 2
Net charge = +1

The geometry in XYZ format:
```
96
Properties=species:S:1:pos:R:3:forces:R:3:lowdin_spin:R:1
Li -4.066774 0.218215 -0.081633 0.665 0.675 -0.297 -0.003
C 5.060986 -1.768655 -2.723443 -0.417 0.356 -0.916 0.000
C 5.061466 -2.253805 -1.306043 -0.271 -0.771 0.459 0.000
C 3.788776 -2.979315 -0.860193 -0.286 0.984 0.314 0.000
C 2.494196 -2.056015 -1.128573 0.601 -2.738 0.339 0.000
P 0.981686 -2.736845 -0.314223 -0.015 0.469 1.659 0.000
C -0.488204 -1.950065 -1.028213 -0.223 0.184 0.097 0.000
C -0.384034 -0.414075 -1.288293 -0.650 -0.045 0.876 0.000
C 0.009976 0.005355 -2.676253 -0.418 -1.092 -0.389 0.000
C -1.065654 -0.325145 -3.775263 1.448 0.629 0.349 0.000
C 0.782636 -4.544535 -0.161843 -0.492 0.477 -1.269 0.000
C -0.637524 -5.099605 0.195227 0.103 1.763 0.111 0.000
C -0.595024 -6.543705 -0.053193 1.252 -0.518 -0.043 0.000
C -1.836684 -7.285245 0.212647 -1.901 -1.562 -0.933 0.000
C 1.155946 -2.238445 1.443547 -0.018 -0.194 -0.537 0.000
C -0.001034 -2.516185 2.371557 -1.712 1.251 1.430 0.000
C -0.050374 -1.481035 3.543077 1.833 0.341 0.546 0.000
C 1.258476 -1.447985 4.447797 -1.141 0.170 -1.058 0.000
H 6.001276 -1.297865 -3.010323 -0.040 -0.061 0.032 0.000
H 4.256186 -1.069305 -2.949933 0.064 0.494 0.371 0.000
H 4.825326 -2.544275 -3.452123 0.414 -0.483 0.132 0.000
H 5.230666 -1.464645 -0.573443 0.265 0.238 -0.199 0.000
H 5.832416 -3.012935 -1.173953 0.400 0.267 0.032 0.000
H 3.963616 -3.212315 0.190167 -0.509 0.500 0.433 0.000
H 3.808956 -4.000375 -1.241143 -0.825 0.184 -0.885 0.000
H 2.315626 -2.016385 -2.203123 -0.021 0.087 0.068 0.000
H 2.627006 -1.047745 -0.736323 0.076 -0.036 0.017 0.000
H -1.267304 -2.178225 -0.300863 -0.128 0.232 0.233 0.000
H -0.822864 -2.504875 -1.904743 0.265 0.043 -0.302 0.000
H 0.259436 0.046605 -0.538753 0.407 -0.091 0.122 0.000
H -1.332454 0.078585 -1.074113 -0.357 -0.481 0.147 0.000
H 0.956506 -0.502755 -2.860623 0.141 0.130 -0.635 0.000
H 0.207276 1.077345 -2.671903 0.032 -0.008 -0.139 0.000
H -1.493064 -1.327685 -3.793823 0.108 0.007 0.419 0.000
H -0.493844 -0.215065 -4.696693 -0.503 0.124 -0.357 0.000
H -1.870804 0.408035 -3.727593 0.001 -0.119 -0.147 0.000
H 1.554626 -5.006565 0.453517 0.053 0.370 0.211 0.000
H 1.027836 -4.829245 -1.185033 -0.125 -0.667 -0.219 0.000
H -1.422874 -4.707655 -0.451053 0.070 0.578 0.027 0.000
H -0.920484 -4.908265 1.230327 0.137 0.310 -0.013 0.000
H 0.248636 -6.875245 0.552127 0.120 -0.781 -0.222 0.000
H -0.360234 -6.604445 -1.115873 0.284 -0.683 -0.041 0.000
H -2.623684 -6.982225 -0.477943 -0.319 0.888 0.255 0.000
H -2.268974 -7.374095 1.209307 0.410 0.444 0.122 0.000
H -1.802834 -8.299185 -0.185953 0.709 -0.411 0.441 0.000
H 1.348826 -1.168255 1.368827 0.307 0.116 0.484 0.000
H 1.979026 -2.811635 1.870277 0.640 0.459 -0.453 0.000
H -0.013764 -3.502055 2.836327 0.179 -0.211 -0.498 0.000
H -0.952504 -2.307465 1.882437 -0.174 -0.493 -0.190 0.000
H -0.901714 -1.509945 4.223137 -0.220 -0.654 -0.444 0.000
H -0.153494 -0.499265 3.080907 0.069 0.162 -0.152 0.000
H 1.333956 -0.446755 4.871977 0.072 -0.129 0.255 0.000
H 2.145996 -1.602965 3.834297 0.132 -0.070 0.113 0.000
H 1.223296 -2.188825 5.246557 0.046 0.027 -0.081 0.000
C -2.406444 4.053885 -1.845713 1.392 -0.208 -0.338 0.000
C -1.632644 2.862525 -1.190653 -0.166 1.786 0.319 0.000
C -0.236814 3.261225 -0.572673 -0.475 -2.305 -1.719 0.000
C -0.401914 4.094605 0.595857 0.117 3.292 -0.030 0.000
N 0.891746 4.762615 1.110357 1.274 0.400 1.843 0.000
C 0.510716 5.828615 2.254317 0.393 0.008 -0.567 0.000
C 1.464406 7.048915 2.143457 0.310 -0.378 -2.204 0.000
C 2.499516 6.673055 0.999967 -0.273 -0.293 1.433 0.000
C 1.729476 5.762115 0.077997 -1.577 -0.576 0.698 0.000
C 1.825286 3.673485 1.745157 0.025 0.958 -0.840 0.000
H -2.527994 4.960185 -1.252473 -0.716 -0.387 0.560 0.000
H -3.299934 3.625295 -2.299673 -0.250 0.408 0.295 0.000
H -1.807784 4.467115 -2.657473 0.164 -0.280 -0.467 0.000
H -1.511894 2.178935 -2.031023 0.026 -0.394 0.614 0.000
H -2.292404 2.517225 -0.394663 0.176 -0.726 -0.129 0.000
H 0.275086 3.736045 -1.409703 0.455 0.259 0.271 0.000
H 0.307796 2.372125 -0.254883 0.106 -0.394 -0.476 0.000
H -0.973604 3.666685 1.419357 0.360 -0.109 0.122 0.000
H -0.937984 4.956095 0.197637 -0.441 0.247 0.574 0.000
H 0.516636 5.409515 3.260507 0.057 -0.575 -0.363 0.000
H -0.503534 6.145075 2.010887 0.068 -0.220 0.067 0.000
H 1.939846 7.483935 3.022557 -0.168 -0.642 0.163 0.000
H 0.887276 7.846835 1.676187 -0.117 0.165 0.303 0.000
H 3.362356 6.136735 1.394887 0.087 0.112 0.100 0.000
H 2.863086 7.599055 0.554507 -0.081 -0.271 -0.376 0.000
H 2.270256 5.245775 -0.715133 0.056 -0.475 0.550 0.000
H 0.946746 6.334415 -0.419913 -0.281 -0.154 0.064 0.000
H 2.271226 3.085525 0.942947 0.031 0.271 -0.083 0.000
H 1.344876 2.957015 2.411467 -0.743 0.479 -0.108 0.000
H 2.599676 4.174365 2.326127 -0.028 0.053 -0.232 0.000
N -2.991124 0.242225 2.207097 -1.849 1.300 3.722 0.000
O -3.043034 -0.119755 3.397827 0.877 -0.427 -1.030 0.000
O -2.639864 -0.436175 1.278957 1.848 -4.079 -2.911 0.000
O -3.419744 1.338975 1.891037 -1.101 3.009 -0.401 0.003
N -4.330894 0.713345 -3.022383 -1.586 1.318 -4.161 0.000
O -4.593144 -0.439595 -3.405243 0.530 0.248 1.246 0.001
O -4.477514 1.684475 -3.801593 0.091 -0.742 -0.247 0.003
O -3.937564 1.035185 -1.908843 1.085 -1.077 4.007 0.006
N -6.122324 -1.276905 0.208137 -0.224 1.557 1.412 -0.035
O -6.262374 -0.163455 0.696917 -0.515 0.648 0.240 0.342
O -5.152894 -1.537595 -0.402553 3.180 -0.672 -2.226 0.252
O -6.917034 -2.134655 0.418927 -2.648 -1.795 0.631 0.432
```
Forces are in eV/Å.

=====

# C26H34N4O4

A single C26H34N4O4 molecule (the ωB97M-V functional and the def2-TZVPD basis, OMol25).

SMILES string = CCCCOc1ccc(N(CC(=O)NC2CCCC2)C(=O)CCC(=O)Nc2ccccn2)cc1
Energy relative to the best compared isomer or geometry (same formula, charge and spin) = 60.2 kJ/mol
E = -41666.45055 eV
Gap between HOMO and LUMO = 9.51 eV
HOMO energy = -8.81 eV

The geometry in XYZ format:
```
68
Properties=species:S:1:pos:R:3:forces:R:3:lowdin_charge:R:1
C 6.002031 -1.814375 1.463123 -0.090 0.043 0.261 -0.104
H 6.290964 -2.844462 1.658235 0.022 -0.115 -0.074 0.073
C 5.799933 -1.068111 2.776123 0.085 0.126 -0.140 -0.255
H 4.970989 -1.514992 3.326053 0.058 -0.032 0.101 0.104
C 5.516196 0.423028 2.589694 -0.434 -0.233 0.084 -0.175
C 4.162351 0.707069 1.943739 0.464 0.248 -0.168 -0.199
O 3.157861 0.139200 2.766418 0.000 -0.113 0.178 -0.035
C 1.867392 0.233662 2.387036 -0.379 -0.059 -0.019 -0.257
C 1.400473 0.956697 1.291365 0.337 0.061 0.121 -0.009
C 0.044452 0.985803 1.005848 -0.212 -0.075 0.218 -0.016
C -0.855737 0.282330 1.791409 0.347 -0.083 -0.006 -0.251
C -0.394364 -0.427254 2.897020 0.034 0.169 -0.145 -0.006
C 0.949372 -0.450525 3.191324 0.217 0.055 -0.057 0.019
H 1.322210 -0.993057 4.045319 0.055 -0.083 0.099 0.121
H -1.099213 -0.961505 3.516650 -0.079 -0.058 0.060 0.127
N -2.248130 0.294045 1.497554 0.096 0.352 0.280 0.006
C -2.884935 -0.703737 0.847046 0.250 -0.503 -0.036 -0.447
O -4.088081 -0.673774 0.640021 -0.333 -0.153 -0.089 0.048
C -1.997123 -1.808362 0.306135 -0.169 0.001 -0.013 -0.062
C -1.566044 -1.397191 -1.115312 0.018 -0.231 -0.013 -0.076
C -0.312372 -2.148690 -1.530210 -0.292 0.440 0.088 -0.457
O -0.339696 -3.210646 -2.105437 -0.048 -0.346 -0.159 0.085
N 0.833843 -1.495384 -1.168956 0.038 0.271 0.169 0.161
C 2.145923 -1.805049 -1.506728 0.345 -0.213 -0.140 -0.277
N 3.006546 -0.829801 -1.224685 -0.307 0.144 0.064 0.121
C 4.277530 -1.002458 -1.548386 0.167 -0.123 -0.139 -0.173
C 4.763915 -2.150555 -2.148497 0.000 -0.039 -0.033 -0.076
C 3.864401 -3.172307 -2.420599 0.023 0.253 0.106 -0.058
C 2.530176 -3.007313 -2.100892 -0.063 -0.104 -0.019 0.009
H 1.797351 -3.767870 -2.306899 -0.035 -0.017 0.010 0.099
H 4.199506 -4.089381 -2.881944 0.006 -0.072 -0.035 0.109
H 5.809981 -2.243575 -2.391728 0.107 0.016 -0.014 0.101
H 4.931561 -0.170598 -1.318296 0.130 0.007 0.014 0.106
H 0.756174 -0.605185 -0.688078 -0.049 -0.171 -0.094 0.111
H -2.363516 -1.642355 -1.817283 0.096 0.063 -0.002 0.129
H -1.382033 -0.321891 -1.155003 -0.016 0.022 -0.025 0.112
H -1.123699 -1.955433 0.940464 -0.059 -0.050 -0.064 0.111
H -2.567795 -2.735376 0.261347 0.007 0.076 0.058 0.133
C -2.992647 1.481303 1.896792 -0.256 0.241 -0.088 -0.024
H -2.437323 1.991463 2.684192 -0.087 -0.028 -0.136 0.139
C -3.143669 2.420936 0.688764 -0.161 -0.350 0.514 -0.471
O -2.425028 3.385813 0.520341 0.363 0.347 -0.006 0.053
N -4.114658 2.032404 -0.149555 -0.356 -0.110 -0.209 0.102
H -4.585296 1.151915 0.032979 0.186 0.067 0.151 0.118
C -4.375367 2.669861 -1.421205 0.154 0.271 0.047 -0.282
C -5.869831 3.008326 -1.570783 -0.049 -0.062 -0.008 -0.138
C -6.431942 1.903939 -2.462007 -0.007 0.182 -0.138 -0.195
H -6.600026 0.997294 -1.879047 -0.058 -0.094 0.032 0.112
H -7.368265 2.188010 -2.939364 -0.090 -0.074 0.029 0.106
C -5.303459 1.676067 -3.462548 -0.015 -0.130 0.024 -0.194
H -5.286482 2.489319 -4.189722 -0.029 0.020 -0.073 0.111
H -5.399769 0.734839 -4.001165 0.002 0.006 -0.109 0.106
C -4.045668 1.718436 -2.593659 -0.002 0.083 -0.149 -0.127
H -3.169013 2.045265 -3.150284 0.090 -0.048 0.019 0.111
H -3.841729 0.724090 -2.192379 0.048 -0.028 0.006 0.101
H -5.979312 3.974144 -2.064431 -0.033 0.051 -0.025 0.113
H -6.360732 3.062583 -0.600449 0.012 0.113 0.028 0.112
H -3.755700 3.569792 -1.436956 -0.108 -0.144 -0.017 0.142
H -3.976235 1.174094 2.261578 0.098 0.036 0.012 0.132
H -0.317788 1.583610 0.182135 -0.062 0.064 -0.106 0.125
H 2.079814 1.500854 0.656227 0.093 0.024 -0.049 0.110
H 4.103385 0.272560 0.939714 -0.072 0.061 0.052 0.095
H 4.016685 1.793433 1.867474 -0.047 -0.126 -0.035 0.131
H 5.533297 0.907360 3.567801 0.041 0.118 -0.024 0.114
H 6.292362 0.876258 1.970224 0.025 0.082 -0.010 0.116
H 6.700592 -1.170344 3.385385 -0.049 -0.028 0.072 0.105
H 6.786820 -1.345597 0.872587 0.096 0.027 -0.132 0.076
H 5.088589 -1.828648 0.874373 -0.062 -0.042 -0.102 0.049
```
Forces are in eV/Å.